(1)
Entry from OMol25: a structure of composition C26H33BF6MgN12PS (ωB97M-V/def2-TZVPD).

ORCA input file:
```
! RIJCOSX wB97M-V def2-TZVPD def2/J DEFGRID3
* xyz 1 1
Mg -0.28840 0.27585 -0.27581
C 2.36535 1.69723 -2.43661
C 1.10712 1.10831 -2.98535
C 0.52299 1.35308 -4.22490
C -0.63188 0.60503 -4.21945
N -0.71053 -0.07229 -3.06811
N 0.35873 0.25878 -2.28072
B -1.92879 -0.83496 -2.44032
N -2.64034 0.19366 -1.48378
C -3.97353 0.41552 -1.40241
C -4.18498 1.73958 -1.14669
C -2.89962 2.31405 -1.08602
C -2.56032 3.76381 -1.00092
N -1.97326 1.38674 -1.25661
N -1.41028 -2.05482 -1.63462
C -1.49502 -3.33153 -2.01983
C -0.79087 -4.09770 -1.12430
C -0.28535 -3.19195 -0.19549
C 0.56210 -3.60002 0.96646
N -0.67124 -1.94120 -0.49168
N -2.82269 -1.38854 -3.52649
C -2.50028 -1.84866 -4.75979
C -3.55851 -2.58403 -5.22924
C -4.50742 -2.54670 -4.18789
C -5.85202 -3.19776 -4.13922
N -4.05480 -1.84321 -3.16706
H 2.62712 2.59439 -2.99437
H 3.20359 1.00313 -2.52850
H 2.26194 1.97794 -1.38838
H 0.88626 1.99482 -5.00644
H -1.41310 0.53880 -4.95388
H -4.66259 -0.39010 -1.58523
H -5.12968 2.24232 -1.05571
H -2.95673 4.23015 -0.10246
H -3.00011 4.27046 -1.86144
H -1.48479 3.91381 -1.02684
H -2.04920 -3.60851 -2.89740
H -0.66363 -5.16385 -1.12415
H 0.58944 -4.68845 1.00639
H 0.16444 -3.27086 1.92116
H 1.59126 -3.25516 0.87131
H -1.53822 -1.66805 -5.20272
H -3.64134 -3.07305 -6.18204
H -6.23778 -3.36283 -5.14359
H -6.56086 -2.57661 -3.59556
H -5.80138 -4.16533 -3.63885
C -2.59682 -0.63126 6.29113
C -2.49064 0.43620 5.21863
N -3.08231 0.02196 3.94229
C -2.58345 -0.83256 3.07472
S -3.14082 -1.50093 1.71280
N -1.32920 -1.48909 3.44936
N -0.27268 -1.04179 3.07354
C 0.93918 -0.71651 3.24155
C 1.35847 -0.25092 4.60207
C 1.93859 -0.85801 2.14290
C 3.21681 -1.21706 2.52868
C 4.18712 -1.41145 1.55405
C 3.83142 -1.23857 0.23537
C 2.52745 -0.86029 -0.05689
N 1.58781 -0.65249 0.86101
H -2.15255 -0.26196 7.21465
H -2.07823 -1.54972 6.01008
H -3.63539 -0.88536 6.49395
H -1.46895 0.74720 5.02893
H -3.02867 1.33557 5.51238
H -4.00630 0.35598 3.69774
H 0.50246 0.03619 5.20258
H 2.03673 0.59333 4.51072
H 1.87235 -1.07565 5.10297
H 3.45588 -1.36292 3.57094
H 5.19209 -1.69603 1.83094
H 4.53774 -1.38425 -0.56770
H 2.21242 -0.73702 -1.08418
F 0.41416 2.33578 0.30312
P -0.11594 2.50342 1.86771
F -1.41164 3.24648 1.38323
F -0.94848 1.00010 1.49312
F 1.15295 1.62217 2.31894
F -0.68356 2.39736 3.35590
F 0.67832 3.83751 2.08674
*
```

## Properties
Strongest force on any atom, eV/Å: 0.9
Energy relative to the best compared isomer or geometry (same formula, charge and spin), kcal/mol: 52.7
HOMO level, Eh: -0.405

=====

(2)
Entry from OMol25: a cluster of 5 separate species, C26H33ClF6N3O11 in total at a distorted geometry (ωB97M-V/def2-TZVPD).

ORCA input file:
```
! RIJCOSX wB97M-V def2-TZVPD def2/J DEFGRID3
* xyz -1 1
C 5.63039 -2.20553 0.15225
C 5.32294 -0.90953 -0.58770
Cl 5.93589 0.41146 0.45672
C 3.82811 -0.81309 -0.79024
C 3.27794 0.28154 -1.74736
C 4.37380 1.06727 -2.30344
N 5.27974 1.64255 -2.67462
C 2.59147 -0.46973 -2.91792
O 1.36756 -0.63796 -2.73696
O 3.36101 -0.86762 -3.81877
C 2.27063 1.28776 -1.12548
C 2.02342 2.36041 -2.08961
N 1.73467 3.19915 -2.80253
C 2.87398 1.96073 0.11054
O 1.87045 2.81735 0.67026
N 2.48940 3.97170 1.28482
O 2.81799 3.73385 2.36863
C 0.98401 0.59270 -0.67638
O 1.04126 -0.23181 0.19625
C -0.41272 1.00227 -1.20769
F -0.59532 2.30457 -0.80446
F -0.54785 0.97610 -2.53247
C -1.55759 0.22904 -0.50624
F -1.50706 0.54304 0.81333
F -2.71603 0.72563 -0.99584
C -1.62070 -1.34093 -0.60816
F -2.94398 -1.67529 -0.67020
F -1.14880 -1.87787 0.54786
C -0.97706 -2.01872 -1.82748
O -1.43444 -1.86881 -2.90436
O 0.01878 -2.84524 -1.55788
H 5.11877 -2.16986 1.11009
H 6.68513 -2.29264 0.36891
H 5.24036 -3.06054 -0.38563
H 5.86680 -0.93060 -1.52043
H 3.53363 -1.76311 -1.21877
H 3.37431 -0.77242 0.19110
H 3.15166 1.19767 0.82520
H 3.73584 2.55469 -0.16683
H 0.31302 -2.73270 -0.64447
C 0.91727 1.43197 4.09923
C 1.99823 0.93052 5.02537
O 3.16977 1.01959 4.74964
C 1.54138 0.30460 6.32462
H 1.36730 1.85483 3.20604
H 0.26321 0.60728 3.81042
H 0.32424 2.20061 4.59830
H 0.90872 -0.56045 6.12043
H 0.97199 1.02906 6.90907
H 2.40855 -0.01434 6.89792
C -6.27243 -4.16970 2.09340
C -4.81852 -4.42516 2.40777
O -4.44469 -4.67841 3.52982
C -3.85357 -4.34296 1.24925
H -6.86334 -4.25326 2.99768
H -6.39699 -3.16911 1.68380
H -6.62649 -4.90098 1.36376
H -3.88560 -3.34754 0.80840
H -4.11884 -5.08024 0.48974
H -2.84355 -4.54083 1.60079
C 4.61106 4.29060 -5.30524
C 5.91318 5.04793 -5.35653
O 6.38744 5.58837 -4.38643
C 6.60820 5.10422 -6.70017
H 4.20983 4.31379 -4.29568
H 3.89074 4.74814 -5.98639
H 4.77065 3.25095 -5.59410
H 5.96058 5.58340 -7.43620
H 6.84405 4.09482 -7.03993
H 7.52950 5.67512 -6.60880
C -9.90315 -1.64828 0.87639
C -9.64897 -1.87030 2.34841
O -8.75719 -2.58677 2.73427
C -10.56195 -1.15222 3.31388
H -9.18243 -2.21631 0.29356
H -10.91093 -1.97613 0.61697
H -9.80235 -0.58930 0.63461
H -11.59579 -1.46051 3.15085
H -10.48714 -0.07371 3.16766
H -10.27334 -1.39478 4.33339
*
```

## Properties
Strongest force on any atom, eV/Å: 1.7
HOMO level, Eh: -0.235

=====

(3)
Entry from OMol25: a cluster of 2 separate species, C26H33N2O in total at a distorted geometry (ωB97M-V/def2-TZVPD).

ORCA input file:
```
! RIJCOSX wB97M-V def2-TZVPD def2/J DEFGRID3
* xyz 1 1
C 3.09838 -3.35415 1.49119
N 2.28270 -2.53733 0.59947
C 1.03082 -1.92919 1.02168
C 1.03537 -0.97825 2.26164
C 2.10265 0.08101 2.05848
C 1.31204 -1.68150 3.58756
C -0.39970 -0.47618 2.32329
N 0.60274 -1.25765 -0.19424
C 0.93122 -2.17593 -1.26210
C 0.91617 -1.52892 -2.64378
C -0.50310 -1.48161 -3.20186
C -1.07579 -2.64799 -3.72983
C -2.38292 -2.62425 -4.21976
C -3.14044 -1.45099 -4.15534
C -2.57840 -0.29672 -3.59782
C -1.26381 -0.31153 -3.13119
C 2.25351 -2.76138 -0.77360
O 3.11219 -3.33188 -1.43688
H 3.63111 -4.10011 0.89683
H 3.83103 -2.75070 2.03810
H 2.47237 -3.87589 2.22644
H 0.31859 -2.74572 1.28723
H 1.86928 0.70840 1.19469
H 2.17320 0.73986 2.93495
H 3.08805 -0.38064 1.89628
H 0.61749 -2.51716 3.74407
H 2.34521 -2.02973 3.67615
H 1.14546 -0.95123 4.39289
H -1.10041 -1.32939 2.32339
H -0.57746 0.10743 3.23202
H -0.64588 0.15600 1.46179
H -0.38047 -0.97595 -0.21229
H 0.20190 -3.01821 -1.26837
H 1.33121 -0.51100 -2.61247
H 1.54674 -2.14470 -3.30717
H -0.48193 -3.56802 -3.73065
H -2.81630 -3.53427 -4.63615
H -4.15354 -1.42079 -4.55402
H -3.16205 0.61790 -3.51337
H -0.81897 0.58711 -2.69080
C 1.20797 2.89079 0.39017
C 1.91544 3.48665 1.67277
C 0.94114 3.18150 2.77298
C -0.17776 2.52646 2.29476
C -0.10915 2.33915 0.87758
C -1.29223 2.26792 0.06554
C -2.57327 2.00896 0.64671
C -3.72082 2.56671 0.08772
C -3.65556 3.23718 -1.14078
C -2.44140 3.27700 -1.84389
C -1.28340 2.74345 -1.27678
H 1.07039 3.65846 -0.38087
H 1.83478 2.12012 -0.08769
H 2.85727 2.96462 1.88817
H 2.16414 4.55867 1.58190
H 1.12168 3.47659 3.80379
H -1.02807 2.26623 2.91662
H -2.62771 1.41840 1.56583
H -4.68130 2.49194 0.60803
H -4.54888 3.70923 -1.56112
H -2.39855 3.72873 -2.83213
H -0.34296 2.76252 -1.82574
*
```

## Properties
Strongest force on any atom, eV/Å: 2.1
Energy relative to the best compared isomer or geometry (same formula, charge and spin), kcal/mol: 19.1
HOMO level, Eh: -0.414

=====

- Which formula does entry 3 have?
  C26H33N2O

=====

- What is the formula in the second record?
  C26H33ClF6N3O11

=====

- Which of these has the highest HOMO level?
  C26H33ClF6N3O11